# C28H66BBr6O32P6

A 10-piece molecular cluster, C28H66BBr6O32P6 overall at a distorted geometry (ωB97M-V/def2-TZVPD, OMol25).

```
139
C28H66BBr6O32P6 (ωB97M-V/def2-TZVPD)
Br -0.788 -3.469 7.778
Br -3.492 3.901 -4.585
Br -1.945 -4.557 1.643
Br -5.309 -2.475 -0.829
Br -3.142 -1.498 4.367
Br -4.989 1.479 -0.928
P 5.859 -3.373 1.617
P 4.188 2.482 6.421
P -3.409 -5.256 -4.934
P 2.761 4.192 -0.087
P -1.910 4.192 3.885
P -2.197 1.046 -7.786
O 6.299 -2.655 2.946
O -2.871 3.473 2.829
O -0.626 1.038 -2.157
O 1.956 3.376 -1.179
O 4.504 -2.658 1.270
O 5.440 -4.825 2.102
O -1.822 -0.365 -8.436
O 1.822 -0.733 1.067
O 6.912 -3.439 0.611
O -1.850 -5.492 -4.864
O 5.176 3.268 5.473
O -3.631 1.344 -8.389
O 3.378 3.649 7.111
O -3.637 -3.836 -5.571
O -2.675 4.889 4.907
O -0.690 -1.853 -2.516
O 3.082 5.570 -0.433
O 3.954 3.208 0.228
O 4.739 1.529 7.368
O 0.268 -1.808 -0.478
O 1.852 4.097 1.198
O -3.806 -6.223 -6.110
O -0.417 -0.913 1.705
O -1.198 2.079 -7.958
O -2.657 0.713 -6.312
O 2.756 -1.084 3.042
O -0.967 5.110 3.011
O 0.168 0.522 -0.161
O -0.025 -1.276 3.861
O 3.182 1.877 5.364
O -4.132 -5.443 -3.677
O -0.878 3.098 4.340
C -1.448 -2.106 6.541
C 5.863 2.553 4.450
C -2.199 -2.826 5.448
C -3.333 -7.543 -6.091
C -2.321 3.056 1.587
C -0.329 0.246 -1.346
C -3.961 -2.679 -4.781
C 0.853 3.982 -1.894
C -3.922 -3.735 -0.288
C -3.921 1.211 -9.769
C 4.487 -4.974 3.156
C -0.317 -1.289 -1.532
C -2.626 -1.503 -8.146
C -4.213 2.902 -2.045
C 3.159 4.917 6.454
C 6.907 -1.367 2.897
C 5.102 3.236 -0.631
C 0.314 -1.105 2.765
C 1.790 -1.012 2.350
C -1.662 0.635 -5.271
C -1.515 6.292 2.418
C -1.384 1.860 4.928
C -4.410 2.570 -3.489
C -1.046 -4.695 -3.994
C 1.459 2.803 1.682
C -3.314 -3.295 1.025
C 3.753 -3.075 0.129
C 2.309 0.823 5.685
B 0.475 -0.751 0.527
H -3.059 -2.107 -4.555
H 3.704 -2.242 -0.562
H 0.466 4.813 -1.293
H -0.638 -1.498 6.160
H 1.559 1.071 6.442
H -1.854 1.434 -4.566
H 2.779 -3.322 0.541
H -4.404 -4.701 -0.190
H 2.525 4.801 5.568
H -0.647 0.672 -5.672
H 7.116 -1.023 3.903
H 3.901 -5.875 2.990
H -2.624 -1.778 -7.098
H 5.700 3.106 3.522
H 6.932 2.439 4.615
H 5.447 1.562 4.248
H 6.208 -0.674 2.420
H -1.547 -3.329 4.744
H 1.747 0.497 4.812
H -2.061 3.897 0.941
H -3.669 -1.409 -8.480
H -4.490 0.304 -9.959
H 2.642 5.560 7.160
H -3.161 2.879 -1.799
H 4.906 3.573 -1.648
H 4.128 -3.938 -0.423
H -4.447 -2.901 -3.836
H 1.242 4.386 -2.830
H -0.050 -4.603 -4.411
H 2.851 -0.058 6.035
H -1.335 6.266 1.343
H -2.820 -2.341 0.886
H -5.461 2.520 -3.756
H -1.771 2.142 5.906
H -2.584 6.423 2.586
H -1.516 -3.738 -3.781
H 2.277 2.307 2.202
H -3.006 1.188 -10.369
H -0.562 1.156 5.037
H -4.454 2.107 -10.080
H -2.059 1.410 4.200
H 3.763 -4.146 3.156
H -3.187 -3.782 -1.085
H -2.268 -2.319 -8.777
H 1.183 2.173 0.828
H -0.963 7.132 2.837
H -2.329 -7.603 -5.671
H -2.906 -3.516 5.891
H 7.817 -1.440 2.303
H 5.562 2.246 -0.667
H -4.561 3.855 -1.660
H -1.475 2.370 1.689
H -4.079 -3.268 1.789
H 0.043 3.288 -2.102
H 4.112 5.337 6.136
H -0.972 -5.239 -3.050
H 5.886 3.880 -0.214
H -3.960 1.602 -3.689
H -2.129 -1.474 7.102
H -4.630 -2.045 -5.366
H -3.053 2.450 1.051
H -3.948 -8.199 -5.470
H 4.933 -4.958 4.151
H -3.342 -7.939 -7.101
H -1.732 -0.335 -4.782
H 0.532 2.923 2.232
```

As for the total charge: -1. As for the multiplicity: 1. As for the maximum force: 4.013 eV/Å. The total energy comes out at -21032.17493 a.u. For the frontier orbital gap, the calculation gives 10.019 eV. The molar mass comes out at 1590.88 g/mol. The LUMO energy is 0.0677 hartree.

# C28H66BF4NO16P2S4

A 8-piece molecular cluster, C28H66BF4NO16P2S4 overall at a distorted geometry (ωB97M-V/def2-TZVPD, OMol25).

```
122
C28H66BF4NO16P2S4 (ωB97M-V/def2-TZVPD)
S 9.697 -35.041 -7.809
S 7.550 -29.804 0.123
S 12.977 -35.417 -4.634
S 12.313 -32.325 -2.703
P 8.582 -37.531 -4.592
P 8.937 -29.645 -4.682
F 8.008 -35.034 -1.821
F 6.876 -33.064 -2.057
F 5.726 -35.024 -1.620
F 6.983 -34.041 0.020
O 10.764 -36.019 -7.542
O 13.971 -34.916 -5.565
O 11.828 -34.656 -4.191
O 9.267 -33.995 -6.901
O 8.531 -36.068 -4.695
O 10.981 -32.095 -3.218
O 7.163 -38.236 -4.497
O 9.704 -29.484 -6.070
O 9.274 -38.258 -5.859
O 9.409 -38.135 -3.373
O 9.982 -29.084 -3.619
O 12.613 -33.445 -1.837
O 7.805 -28.516 -4.727
O 8.404 -30.976 -4.436
O 6.277 -30.231 -0.402
O 7.888 -28.421 0.426
N 9.138 -33.633 -3.901
C 8.773 -34.453 -10.221
C 8.908 -30.544 -0.896
C 12.529 -37.101 -5.122
C 5.878 -29.487 -3.461
C 10.655 -27.108 -2.464
C 13.966 -35.987 -3.215
C 5.033 -37.017 -4.444
C 8.840 -38.271 -2.059
C 13.772 -30.097 -2.912
C 14.392 -31.070 -3.955
C 8.581 -32.046 1.060
C 13.715 -37.993 -4.739
C 6.055 -37.753 -5.275
C 9.581 -31.583 0.020
C 8.279 -36.040 -8.385
C 9.350 -39.556 -1.441
C 10.084 -34.334 -9.453
C 13.551 -32.365 -4.086
C 10.791 -40.164 -5.746
C 6.859 -28.351 -3.673
C 9.337 -39.691 -5.812
C 12.880 -30.828 -1.911
C 8.151 -35.822 -9.882
C 10.996 -30.424 -7.795
C 7.882 -30.805 1.598
C 10.559 -27.772 -3.806
C 10.689 -30.530 -6.310
C 14.141 -37.475 -3.323
B 6.899 -34.292 -1.362
H 8.481 -30.213 2.289
H 14.625 -29.584 -2.468
H 8.836 -34.283 -11.295
H 12.260 -36.937 -6.170
H 6.951 -31.112 2.072
H 15.360 -31.452 -3.636
H 5.492 -29.823 -4.427
H 8.429 -31.037 -1.739
H 10.372 -39.419 -1.076
H 11.474 -39.641 -6.418
H 10.571 -33.363 -9.419
H 5.393 -36.078 -4.024
H 7.104 -35.844 -10.187
H 13.189 -29.326 -3.409
H 9.395 -40.295 -2.241
H 7.444 -28.078 -2.787
H 14.041 -33.318 -3.890
H 9.708 -26.884 -1.967
H 10.100 -30.245 -8.386
H 8.775 -39.853 -0.567
H 8.863 -33.963 -4.828
H 6.414 -37.150 -6.113
H 4.174 -36.757 -5.066
H 9.023 -32.633 1.868
H 11.551 -27.896 -4.253
H 5.612 -38.641 -5.731
H 10.021 -27.235 -4.589
H 5.043 -29.279 -2.795
H 9.100 -37.367 -1.504
H 8.191 -33.600 -9.854
H 8.832 -40.079 -4.927
H 6.317 -30.385 -3.022
H 10.090 -33.940 -3.724
H 8.606 -36.614 -10.479
H 8.294 -37.024 -7.929
H 13.185 -30.981 -0.880
H 13.063 -32.542 -5.045
H 9.610 -29.749 -1.125
H 7.818 -32.722 0.661
H 11.566 -30.323 -5.693
H 8.489 -33.985 -3.177
H 11.597 -29.528 -7.981
H 11.216 -26.176 -2.545
H 10.510 -31.301 0.527
H 4.684 -37.654 -3.632
H 11.188 -40.102 -4.735
H 14.934 -35.505 -3.083
H 9.923 -32.429 -0.584
H 11.133 -27.784 -1.750
H 10.842 -41.197 -6.102
H 13.350 -35.654 -2.377
H 7.749 -38.294 -2.096
H 11.960 -30.238 -1.877
H 8.827 -40.116 -6.677
H 11.634 -37.512 -4.653
H 15.121 -37.822 -3.008
H 10.835 -35.004 -9.877
H 13.561 -39.066 -4.773
H 9.140 -32.615 -4.026
H 7.444 -35.494 -7.933
H 10.342 -31.529 -6.047
H 11.582 -31.263 -8.168
H 14.471 -30.576 -4.920
H 13.397 -37.952 -2.676
H 14.489 -37.748 -5.475
H 6.251 -27.470 -3.893
```

As for the total charge: 0. As for the multiplicity: 1. As for the maximum force: 2.809 eV/Å. The total energy comes out at -5065.25124 a.u. For the frontier orbital gap, the calculation gives 9.381 eV. The molar mass comes out at 949.85 g/mol. The LUMO energy is 0.0073 hartree. The calculation puts the energy above the lowest of the compared OMol25 structures with the same formula, charge and spin at 0.0000 eV.